{
  "formula": "C14H16BrN5O2",
  "method": "the ωB97M-V functional and the def2-TZVPD basis",
  "symbols": ["C", "C", "C", "N", "N", "N", "C", "N", "C", "O", "C", "C", "C", "C", "C", "Br", "C", "C", "C", "O", "C", "N", "H", "H", "H", "H", "H", "H", "H", "H", "H", "H", "H", "H", "H", "H", "H", "H"],
  "positions_angstrom": [[2.420, 5.228, 1.045], [2.036, 3.756, 0.984], [2.909, 3.002, -0.023], [2.542, 1.620, -0.077], [1.732, 1.121, -0.966], [1.578, -0.131, -0.701], [2.326, -0.377, 0.393], [2.498, -1.573, 1.025], [1.998, -2.821, 0.704], [2.518, -3.806, 1.177], [0.814, -2.865, -0.170], [-0.265, -2.106, 0.036], [-1.489, -2.141, -0.744], [-1.524, -2.661, -2.034], [-2.699, -2.652, -2.758], [-2.719, -3.365, -4.524], [-3.863, -2.130, -2.224], [-3.845, -1.603, -0.944], [-2.673, -1.597, -0.195], [-2.579, -1.105, 1.066], [-3.722, -0.544, 1.666], [2.949, 0.727, 0.806], [2.294, 5.696, 0.072], [1.792, 5.750, 1.761], [3.457, 5.340, 1.351], [0.990, 3.657, 0.688], [2.158, 3.298, 1.968], [3.960, 3.061, 0.270], [2.777, 3.410, -1.027], [3.246, -1.575, 1.710], [0.833, -3.650, -0.911], [-0.280, -1.409, 0.861], [-0.621, -3.051, -2.475], [-4.776, -2.128, -2.798], [-4.759, -1.196, -0.543], [-4.090, 0.319, 1.102], [-3.401, -0.217, 2.654], [-4.523, -1.281, 1.774]],
  "homo_lumo_gap_ha": 0.3111,
  "total_energy_ev": -96364.306,
  "e_homo_ev": -8.35,
  "smiles": "CCCn1nnc(NC(=O)/C=C/c2cc(Br)ccc2OC)n1",
  "lumo_energy_ev": 0.11,
  "largest_force_ev_per_a": 1.42,
  "total_charge": 0
}

{
  "formula": "C14H16Cl3InN7O2S",
  "method": "the ωB97M-V functional and the def2-TZVPD basis",
  "symbols": ["In", "C", "C", "N", "N", "C", "N", "S", "C", "C", "C", "C", "C", "N", "H", "H", "H", "H", "H", "H", "H", "H", "H", "C", "C", "N", "O", "C", "C", "N", "O", "H", "H", "H", "H", "H", "H", "H", "Cl", "C", "Cl", "Cl", "C", "N"],
  "positions_angstrom": [[-0.152, 0.400, -0.757], [-0.441, 2.987, 2.946], [-0.070, 2.081, 1.821], [-0.699, 2.014, 0.712], [-1.777, 2.799, 0.477], [-2.172, 2.783, -0.781], [-3.207, 3.585, -1.066], [-1.458, 1.953, -2.153], [1.114, 1.184, 1.926], [1.911, 1.171, 3.056], [3.022, 0.344, 3.093], [3.320, -0.452, 2.001], [2.484, -0.391, 0.904], [1.413, 0.407, 0.869], [-1.357, 3.513, 2.701], [0.349, 3.719, 3.129], [-0.590, 2.415, 3.864], [-3.594, 4.160, -0.337], [-3.517, 3.701, -2.014], [1.666, 1.803, 3.896], [3.653, 0.325, 3.972], [4.179, -1.107, 1.994], [2.668, -0.991, 0.023], [-2.197, -3.347, 0.842], [-1.597, -2.186, 0.108], [-1.293, -1.054, 0.639], [-1.399, -0.833, 1.999], [-1.315, -2.342, -1.328], [-1.824, -3.454, -2.181], [-0.552, -1.426, -1.866], [-0.247, -1.440, -3.095], [-2.234, -3.234, 1.922], [-1.631, -4.252, 0.623], [-3.220, -3.505, 0.495], [-1.736, -1.640, 2.417], [-2.328, -4.228, -1.605], [-0.997, -3.898, -2.738], [-2.520, -3.063, -2.929], [2.543, -0.961, -5.318], [3.295, 0.217, -4.270], [3.363, 1.796, -5.030], [4.899, -0.312, -3.762], [2.463, 0.336, -3.056], [1.783, 0.421, -2.144]],
  "homo_lumo_gap_ha": 0.2698,
  "total_energy_ev": -82871.564,
  "e_homo_ev": -10.73,
  "lumo_energy_ev": -3.39,
  "largest_force_ev_per_a": 0.48,
  "total_charge": 1
}

{
  "formula": "C14H16F2N7O2OsPS",
  "method": "the ωB97M-V functional and the def2-TZVPD basis",
  "symbols": ["Os", "C", "N", "C", "C", "N", "C", "P", "C", "N", "C", "C", "N", "C", "C", "N", "C", "C", "N", "C", "H", "H", "H", "H", "H", "H", "H", "H", "H", "H", "H", "H", "H", "H", "H", "F", "C", "F", "H", "O", "S", "N", "O", "C"],
  "positions_angstrom": [[-1.460, -1.248, -0.530], [2.793, 1.952, -2.357], [1.720, 0.955, -2.406], [1.367, 0.227, -3.507], [0.352, -0.603, -3.129], [0.096, -0.382, -1.801], [0.927, 0.570, -1.387], [1.091, 1.071, 0.357], [-0.665, 1.469, 0.628], [-1.672, 0.615, 0.408], [-2.829, 1.223, 0.833], [-2.507, 2.452, 1.316], [-1.149, 2.592, 1.180], [-0.382, 3.781, 1.567], [1.029, -0.610, 1.079], [0.173, -1.595, 0.775], [0.543, -2.695, 1.498], [1.638, -2.373, 2.241], [1.930, -1.067, 1.971], [3.052, -0.321, 2.549], [3.159, 2.106, -3.368], [2.411, 2.894, -1.973], [3.610, 1.596, -1.734], [1.860, 0.351, -4.456], [-0.177, -1.340, -3.710], [-3.791, 0.741, 0.771], [-3.121, 3.228, 1.740], [-1.082, 4.570, 1.821], [0.239, 3.562, 2.432], [0.236, 4.111, 0.736], [0.015, -3.629, 1.435], [2.219, -2.957, 2.933], [3.529, -0.951, 3.293], [3.776, -0.071, 1.778], [2.691, 0.584, 3.032], [-2.374, -3.237, 1.338], [-2.681, -1.941, 1.082], [-4.004, -1.911, 0.726], [-2.589, -1.372, 2.009], [-0.670, -4.073, -3.426], [-1.318, -4.188, -2.146], [-1.313, -2.888, -1.353], [-3.741, -0.463, -2.488], [-2.930, -0.733, -1.760]],
  "homo_lumo_gap_ha": 0.2469,
  "de_lowest_kj_mol": 0.0,
  "total_energy_ev": -57315.354,
  "e_homo_ev": -15.51,
  "lumo_energy_ev": -8.79,
  "largest_force_ev_per_a": 1.49,
  "total_charge": 2
}

{
  "formula": "C14H16I2N2O2S",
  "method": "the ωB97M-V functional and the def2-TZVPD basis",
  "symbols": ["C", "C", "C", "N", "C", "C", "I", "C", "C", "I", "C", "C", "C", "O", "N", "C", "C", "C", "S", "C", "O", "H", "H", "H", "H", "H", "H", "H", "H", "H", "H", "H", "H", "H", "H", "H", "H"],
  "positions_angstrom": [[2.935, 2.660, -1.327], [2.551, 1.331, -0.693], [2.187, 0.258, -1.723], [0.993, 0.583, -2.481], [-0.245, 0.007, -2.261], [-1.158, 0.009, -3.350], [-0.599, 0.811, -5.197], [-2.437, -0.498, -3.244], [-2.901, -1.049, -2.052], [-4.861, -1.757, -1.901], [-2.033, -1.084, -0.979], [-0.733, -0.570, -1.082], [-0.099, -0.794, 0.261], [1.025, -0.934, 0.627], [-1.194, -1.004, 1.177], [-1.478, 0.006, 2.186], [-0.535, -0.026, 3.384], [-0.368, -1.422, 4.000], [1.322, -2.072, 4.052], [-2.247, -1.552, 0.436], [-3.102, -2.263, 0.854], [3.759, 2.541, -2.026], [2.083, 3.138, -1.803], [3.244, 3.345, -0.543], [3.308, 0.957, -0.009], [1.663, 1.492, -0.081], [2.136, -0.728, -1.289], [3.019, 0.238, -2.432], [0.968, 1.519, -2.848], [-3.117, -0.466, -4.081], [-2.505, -0.081, 2.522], [-1.377, 0.996, 1.726], [-0.952, 0.646, 4.132], [0.443, 0.369, 3.124], [-0.933, -2.155, 3.432], [-0.759, -1.452, 5.011], [1.998, -0.999, 4.484]],
  "homo_lumo_gap_ha": 0.2956,
  "total_energy_ev": -48888.982,
  "e_homo_ev": -8.50,
  "smiles": "CCCNc1c(I)cc(I)c2c1C(=O)N(CCCS)C2=O",
  "lumo_energy_ev": -0.46,
  "largest_force_ev_per_a": 1.20,
  "total_charge": 0
}

{
  "formula": "C14H16N2",
  "method": "the ωB97M-V functional and the def2-TZVPD basis",
  "symbols": ["C", "C", "C", "C", "C", "C", "C", "N", "C", "C", "C", "C", "N", "C", "C", "C", "H", "H", "H", "H", "H", "H", "H", "H", "H", "H", "H", "H", "H", "H", "H", "H"],
  "positions_angstrom": [[-1.977, -2.830, 0.112], [-1.824, -1.338, 0.098], [-2.688, -0.539, -0.632], [-2.536, 0.844, -0.645], [-3.478, 1.692, -1.447], [-1.503, 1.414, 0.073], [-0.617, 0.629, 0.816], [0.356, 1.263, 1.576], [1.598, 0.605, 1.926], [2.428, 0.263, 0.711], [2.919, 1.272, -0.111], [3.627, 0.923, -1.249], [3.863, -0.328, -1.605], [3.399, -1.288, -0.825], [2.681, -1.051, 0.337], [-0.794, -0.750, 0.819], [-1.129, -3.300, -0.385], [-2.012, -3.202, 1.135], [-2.887, -3.133, -0.399], [-3.490, -0.990, -1.198], [-4.511, 1.465, -1.185], [-3.298, 2.750, -1.274], [-3.353, 1.490, -2.511], [-1.373, 2.488, 0.067], [0.477, 2.232, 1.316], [2.156, 1.286, 2.576], [1.374, -0.298, 2.499], [2.758, 2.311, 0.134], [4.027, 1.680, -1.910], [3.613, -2.298, -1.150], [2.330, -1.875, 0.939], [-0.136, -1.386, 1.390]],
  "homo_lumo_gap_ha": 0.3179,
  "de_lowest_kj_mol": 55.6,
  "total_energy_ev": -17758.102,
  "e_homo_ev": -7.86,
  "smiles": "Cc1cc(C)cc(NCc2ccncc2)c1",
  "lumo_energy_ev": 0.79,
  "largest_force_ev_per_a": 0.53,
  "total_charge": 0
}

{
  "formula": "C14H16N2O5S",
  "method": "the ωB97M-V functional and the def2-TZVPD basis",
  "symbols": ["O", "C", "O", "C", "C", "C", "C", "C", "C", "C", "O", "N", "N", "S", "O", "O", "C", "C", "C", "C", "C", "C", "H", "H", "H", "H", "H", "H", "H", "H", "H", "H", "H", "H", "H", "H", "H", "H"],
  "positions_angstrom": [[-1.793, -3.031, 0.451], [-1.790, -1.876, 0.791], [-1.123, -1.419, 1.844], [-2.533, -0.787, 0.040], [-3.718, -0.260, 0.860], [-4.334, 0.930, 0.188], [-3.731, 1.629, -0.759], [-2.349, 1.332, -1.254], [-1.617, 0.398, -0.283], [-0.246, 0.058, -0.832], [0.669, 0.859, -0.820], [-0.078, -1.159, -1.424], [1.216, -1.599, -1.692], [2.164, -1.863, -0.284], [3.183, -2.781, -0.687], [1.234, -2.255, 0.738], [2.950, -0.324, 0.176], [3.976, 0.147, -0.616], [4.596, 1.337, -0.271], [4.182, 2.027, 0.857], [3.157, 1.533, 1.649], [2.533, 0.345, 1.307], [-0.504, -2.101, 2.157], [-2.921, -1.226, -0.885], [-4.467, -1.046, 0.977], [-3.376, 0.018, 1.862], [-5.325, 1.198, 0.523], [-4.229, 2.466, -1.226], [-1.784, 2.261, -1.362], [-2.406, 0.870, -2.246], [-1.427, 0.953, 0.642], [-0.719, -1.926, -1.276], [1.694, -0.970, -2.329], [4.284, -0.425, -1.477], [5.397, 1.725, -0.881], [4.664, 2.956, 1.123], [2.843, 2.073, 2.528], [1.728, -0.067, 1.894]],
  "homo_lumo_gap_ha": 0.3779,
  "de_lowest_kj_mol": 8.7,
  "total_energy_ev": -38830.089,
  "e_homo_ev": -9.60,
  "smiles": "O=C(O)[C@H]1CC=CC[C@@H]1C(=O)NNS(=O)(=O)c1ccccc1",
  "lumo_energy_ev": 0.68,
  "largest_force_ev_per_a": 0.70,
  "total_charge": 0
}